#one
A cluster of 2 separate species, C7H11N3O in total, computed with wB97M-V/def2-TZVPD.

```
22
Properties=species:S:1:pos:R:3:mulliken_charge:R:1
H -3.0568 0.2795 -2.6128 0.30
H 0.2344 0.9437 3.5098 0.22
H -1.9431 -2.2086 -2.6612 0.45
H -0.9868 1.2891 -1.3121 0.16
O 0.6863 -1.9830 0.2596 -0.54
H 1.1628 2.0011 0.7522 0.49
C -1.9594 -0.0578 -2.5958 -0.31
C -1.4293 -1.2747 -2.4923 -0.30
N -0.1080 -1.1831 -2.2122 -0.43
H 0.4360 -1.3473 3.1024 0.24
H 2.1632 -1.2171 2.3167 0.23
H 0.8687 -1.7960 -0.6406 0.48
C 0.5751 -0.7696 0.9275 0.13
N 0.2696 -0.0291 -2.1115 -0.16
C 1.1028 -0.7517 2.3974 -0.28
H 1.9385 1.1012 2.9315 0.31
C -0.7864 0.9196 -2.2819 -0.10
C 1.0148 0.7858 2.6107 -0.53
C 0.4932 1.4168 1.2716 -0.81
N 0.2930 0.3111 0.3168 -0.14
H -0.4933 1.5900 -3.0922 0.37
H -0.4752 1.9799 1.6165 0.24
```

Summary:
* orbital gap: 9.65 eV
* multiplicity: 1
* SMILES: C1=CN=NC1.OC1=NCCC1



#two
The molecule C7H11N3O, computed with wB97M-V/def2-TZVPD.

```
22
Properties=species:S:1:pos:R:3:mulliken_charge:R:1
H -2.1280 2.5354 0.5255 0.23
C 2.1279 -0.2261 -0.4323 -0.31
H 0.1488 -2.8169 0.5154 0.40
C 1.4185 0.9367 -0.0408 0.17
H 2.1455 -0.4435 -1.5727 0.30
H 0.4861 -2.4693 -1.0483 0.29
H 1.1465 1.8375 -0.7463 0.25
C -2.0459 0.5421 -0.2271 0.44
C -2.4005 1.9954 -0.3548 -1.11
N -0.7562 0.1036 -0.2843 -0.30
H 3.2138 -0.0270 -0.2868 0.30
H -1.9290 2.4795 -1.1928 0.34
C 0.3557 -2.0447 -0.0739 -0.86
N -1.9880 -1.4795 0.4337 -0.51
H 0.5482 1.8377 1.3915 0.39
O 1.2952 1.3500 1.2370 -0.41
C 1.6461 -1.4179 0.4544 -0.71
H -3.5083 2.1853 -0.5779 0.29
C -0.8198 -1.1461 -0.0189 0.60
H 1.5456 -1.0379 1.4396 0.46
H 2.2905 -2.2842 0.5864 0.32
N -2.7928 -0.4101 0.2734 -0.58
```

Summary:
* orbital gap: 7.06 eV
* multiplicity: 1



Order of stability, best first: #one, #two



#one
A cluster of 2 separate species, CH5IOSi in total, computed with wB97M-V/def2-TZVPD.

```
9
Properties=species:S:1:pos:R:3:mulliken_charge:R:1
H -1.6053 -0.9407 1.3905 -0.03
H 2.4247 1.9443 -0.6809 0.22
H 3.0402 0.2932 -1.1337 0.20
C 2.3912 0.9051 -0.4323 -0.36
I -4.1775 0.5176 -0.0654 -0.04
H -3.0073 -2.6130 0.1704 -0.04
H 2.6657 0.7395 0.5833 0.21
O 1.1015 0.5196 -0.6628 -0.28
Si -2.8332 -1.3655 0.8309 0.12
```

Summary:
* orbital gap (spin up / spin down): 5.99 / 9.12 eV
* multiplicity: 1



#two
The molecule CH5IOSi, computed with wB97M-V/def2-TZVPD.

```
9
Properties=species:S:1:pos:R:3:mulliken_charge:R:1
H 1.0705 2.0208 0.0746 -0.10
O -0.0129 -0.2289 -0.7016 -0.22
C -1.5080 -0.5179 -0.1128 -0.46
I 3.2759 -0.2950 -0.8310 -0.12
H 1.1513 0.1593 1.5526 -0.14
H -1.9246 -1.0751 -1.0470 0.20
H -1.9666 0.5191 0.1359 0.23
Si 1.1473 0.5214 0.1969 0.30
H -1.2330 -1.1037 0.7324 0.29
```

Summary:
* orbital gap: 10.03 eV
* multiplicity: 1
* SMILES: CO[SiH2]I



Order of stability, best first: #two, #one



#one
The molecule CH5IOSi, computed with wB97M-V/def2-TZVPD.

```
9
Properties=species:S:1:pos:R:3:mulliken_charge:R:1
H -0.7500 1.6328 -1.4942 0.22
H 1.0362 -1.9840 1.0990 -0.07
H -1.3602 0.1195 -0.9090 0.23
O 0.5275 0.3267 -0.2323 -0.03
H -0.0368 0.0718 -2.2502 0.21
C -0.4568 0.5348 -1.2848 -0.43
I -1.6502 -0.5763 2.3184 -0.29
H 1.8713 0.3698 1.7152 -0.05
Si 0.8190 -0.4951 1.0378 0.21
```

Summary:
* orbital gap: 9.40 eV
* multiplicity: 1
* SMILES: CO[SiH2]I



#two
The molecule CH5IOSi, computed with wB97M-V/def2-TZVPD.

```
9
Properties=species:S:1:pos:R:3:mulliken_charge:R:1
H 0.0335 0.6706 1.9094 -0.06
Si -0.4990 0.5620 0.5632 0.46
H -0.1149 -1.7938 0.3097 0.34
I -3.4843 0.1427 0.0140 -0.39
H 0.3756 -1.1491 -1.1570 0.34
O -0.5200 1.9871 -0.1197 -0.32
H -1.2915 2.4309 0.0390 0.28
C 0.3128 -0.9433 -0.0907 -0.98
H 1.3355 -0.7488 0.0898 0.33
```

Summary:
* orbital gap: 8.51 eV
* multiplicity: 1
* SMILES: C[Si@@H](O)I



Order of stability, best first: #two, #one



#one
A cluster of 2 separate species, CH4OS3 in total, computed with wB97M-V/def2-TZVPD.

```
9
Properties=species:S:1:pos:R:3:mulliken_charge:R:1
S -1.1121 0.2566 -0.0587 -0.20
H -0.1879 -0.2935 0.7769 0.13
O 0.9935 -2.4125 0.5270 -0.36
H 0.1339 2.3210 -0.0218 0.27
C -0.8662 2.1406 0.0839 -0.70
S 1.3663 -3.7384 -0.0452 0.45
H -1.2798 2.4746 1.0198 0.27
S 2.4425 -3.4177 -1.5663 -0.10
H -1.4902 2.6692 -0.7156 0.24
```

Summary:
* orbital gap: 6.64 eV
* multiplicity: 1



#two
The molecule CH4OS3, computed with wB97M-V/def2-TZVPD.

```
9
Properties=species:S:1:pos:R:3:mulliken_charge:R:1
H -1.2242 -0.3581 -1.7446 0.21
H 1.6988 -0.1885 -0.5197 0.36
S -3.2437 0.1615 -0.0029 -0.24
O -0.8228 -1.5031 0.3555 -0.52
S -0.0695 1.2944 0.0927 -0.03
S -1.4079 -0.3053 -0.2305 0.45
H 2.2016 1.0646 0.7064 0.32
H 1.3437 -0.5138 1.0236 0.30
C 1.5239 0.3485 0.3195 -0.84
```

Summary:
* orbital gap: 9.56 eV
* multiplicity: 1
* SMILES: CS[S@@H](=O)=S



Order of stability, best first: #one, #two